Below is a 8-piece molecular cluster, C20H36N4O4 overall at a distorted geometry, with properties calculated with the ωB97M-V functional and the def2-TZVPD basis.

CARTESIAN COORDINATES (ANGSTROEM)
O: 4.6487 0.8949 2.2729
O: -2.5258 -0.9725 -5.5516
O: 2.3588 1.7058 -3.9036
O: -0.6432 -1.4732 -1.1503
N: -0.3586 -0.4767 5.5570
N: -4.2577 -1.6346 3.0663
N: -0.2764 1.3795 0.8872
N: -3.0065 3.4604 -1.1203
C: -0.2111 1.8382 4.3781
C: 0.1709 -2.3418 -0.9483
C: -0.2135 -0.4239 -5.5745
C: -4.7666 -2.1232 3.9675
C: 3.7384 0.1166 2.1328
C: 3.7225 -0.9266 1.0517
C: -0.7928 4.4574 -0.2084
C: -1.2848 0.8568 0.7489
C: -2.5845 0.2070 0.6244
C: -0.2905 0.5297 5.0039
C: -1.6288 -0.3426 -5.0545
C: 2.5534 0.0570 3.0401
C: -5.4199 -2.7343 5.1065
C: 0.2806 -3.0088 0.3998
C: -2.0204 3.8766 -0.7179
C: 1.0544 -2.8756 -2.0354
C: 1.4106 1.1001 -1.8142
C: -1.8749 0.5462 -3.8504
C: 3.9227 0.8741 -2.3341
C: 2.5456 1.2786 -2.7884
H: 4.0297 -1.9041 1.4239
H: 0.9285 -3.9634 -2.0640
H: 2.6385 0.6401 3.9550
H: -2.5807 -0.6630 1.2871
H: 2.7131 -0.9873 0.6318
H: 0.8966 0.1455 -1.9176
H: 1.7801 1.1451 -0.7893
H: 0.8297 2.1721 4.4155
H: -2.6787 0.0659 -3.2915
H: -0.5222 5.3134 -0.8320
H: -1.0136 0.6407 -3.1963
H: 4.1135 1.1966 -1.3080
H: -6.4551 -2.4032 5.1408
H: 0.0511 3.7802 -0.1429
H: 0.8285 -2.4363 -3.0004
H: -0.1788 -2.3757 1.1560
H: -2.1949 1.5411 -4.1625
H: 0.5062 -0.4253 -4.7592
H: -3.3503 0.8973 0.9668
H: -5.3683 -3.8173 5.0056
H: -0.0395 0.4247 -6.2377
H: 2.2737 -0.9751 3.2520
H: 4.4098 -0.6809 0.2403
H: -0.0834 -1.3398 -6.1549
H: 2.1061 -2.7166 -1.7771
H: -0.2730 -3.9491 0.3402
H: -4.9250 -2.4584 6.0343
H: 3.9650 -0.2205 -2.3362
H: 0.6728 1.8842 -1.9737
H: 1.6736 0.4850 2.5347
H: 1.3121 -3.2194 0.6806
H: -0.9748 4.8759 0.7833
H: -0.4272 1.8890 3.3139
H: 4.6794 1.2791 -2.9961
H: -0.8300 2.5231 4.9534
H: -2.7629 -0.2086 -0.3611

Values from the calculation:
- net charge = 0
- F_max (eV/Å) = 1.1
- relative energy (zero: lowest compared OMol25 entry of this formula, charge and spin) (eV) = 0.266
- frontier orbital gap (eV) = 9.64
- HOMO (eV) = -9.211